Entry from the OMol25 dataset: a cluster of 2 separate species, C6H10 in total (ωB97M-V/def2-TZVPD).

Computed properties:
* energy relative to the best compared isomer or geometry (same formula, charge and spin): 34.54 kcal/mol
* energy: -234.5475 a.u.
* net charge: 0
* gap between HOMO and LUMO: 0.35426 Eh
* 2S+1: 1
* HOMO: -8.4 eV
* lowest unoccupied orbital energy: 1.20 eV
* SMILES string: C=C1C=CCC1.[H][H]

```
16
Properties=species:S:1:pos:R:3:forces:R:3:nbo_charge:R:1
C 2.090376 0.099354 -0.326585 -0.080 -0.015 0.040 -0.42
C 0.083353 -1.357370 0.032085 -0.089 0.014 0.057 -0.24
C -1.106333 -1.220308 0.624212 0.091 -0.015 -0.061 -0.15
C -1.342874 0.191083 1.106154 -0.022 0.021 0.023 -0.44
C -0.168661 0.980697 0.484313 0.032 0.061 0.011 -0.44
C 0.813744 -0.080242 0.016255 0.110 0.019 -0.007 -0.01
H 2.564509 1.075959 -0.272000 -0.097 -0.120 -0.020 0.20
H 2.708181 -0.731853 -0.657486 -0.116 0.106 0.041 0.20
H 0.495565 -2.280257 -0.365526 -0.071 0.127 0.077 0.22
H -0.613455 0.670932 -2.798140 0.046 0.004 -0.024 -0.01
H -1.821388 -2.022136 0.786211 0.117 0.106 -0.037 0.21
H -1.317879 0.226585 2.203858 -0.011 -0.017 -0.144 0.21
H -2.321548 0.580047 0.802648 0.143 -0.067 0.035 0.21
H 0.287450 1.696608 1.174152 -0.059 -0.121 -0.084 0.22
H -0.522111 1.546444 -0.386386 0.063 -0.092 0.126 0.22
H 0.093640 0.632570 -2.568983 -0.058 -0.011 -0.035 0.01
```
Positions in Å, forces in eV/Å.